*1*
Molecular formula: C3H6O2
Method: DFT, ωB97M-V with the def2-TZVPD basis set

Results
**Frontier orbital gap**: 10.31 eV
**SMILES string**: C=CO.C=O
**Highest occupied orbital energy**: -9.73 eV
**Lowest unoccupied orbital energy**: 0.585 eV
**Total charge**: 0

Element x y z (Å)
O: -2.677 0.322 0.832
C: -2.838 0.268 -0.349
H: -3.466 -0.476 -0.875
H: -2.324 0.979 -1.033
C: 2.502 0.471 -0.906
C: 2.027 -0.596 -0.283
O: 1.159 -0.423 0.801
H: 3.014 0.391 -1.856
H: 2.017 1.409 -0.683
H: 2.281 -1.640 -0.419
H: 0.307 -0.736 0.503

---

*2*
Molecular formula: C3H6O2
Method: DFT, ωB97M-V with the def2-TZVPD basis set

Results
**Frontier orbital gap**: 10.53 eV
**SMILES string**: O=CCCO
**Highest occupied orbital energy**: -9.80 eV
**Lowest unoccupied orbital energy**: 0.729 eV
**Total charge**: 0

Element x y z (Å)
O: -1.708 0.700 -0.625
C: -0.844 0.101 0.323
C: 0.460 -0.583 -0.234
C: 1.571 0.375 0.049
O: 2.290 0.293 1.017
H: -2.420 0.092 -0.856
H: -1.284 -0.733 0.854
H: -0.602 0.906 1.033
H: 0.327 -0.810 -1.297
H: 0.686 -1.520 0.300
H: 1.606 1.256 -0.618

---

*2* (1.237 eV below the next structure)

---

*1*
Molecular formula: C3H6O2
Method: DFT, ωB97M-V with the def2-TZVPD basis set

Results
**Frontier orbital gap**: 10.74 eV
**SMILES string**: CC=O.C=O
**Highest occupied orbital energy**: -10.19 eV
**Lowest unoccupied orbital energy**: 0.546 eV
**Total charge**: 0

Element x y z (Å)
O: 1.494 -2.375 -2.110
C: 0.266 -2.414 -1.934
H: -0.217 -1.534 -1.429
H: -0.271 -3.311 -2.125
O: -1.963 1.175 1.300
C: -0.776 1.396 1.690
C: 0.346 1.254 0.694
H: -0.603 2.123 2.465
H: 0.814 2.177 0.518
H: 1.136 0.727 0.991
H: -0.226 0.781 -0.061

---

*2*
Molecular formula: C3H6O2
Method: DFT, ωB97M-V with the def2-TZVPD basis set

Results
**Frontier orbital gap**: 8.97 eV
**SMILES string**: C=CO.C=O
**Highest occupied orbital energy**: -8.51 eV
**Lowest unoccupied orbital energy**: 0.461 eV
**Total charge**: 0

Element x y z (Å)
O: -1.518 -0.181 -1.777
C: -2.751 0.052 -1.777
H: -3.461 -0.568 -2.160
H: -3.112 0.682 -0.968
C: 1.824 -0.381 1.820
C: 1.329 0.426 0.830
O: 0.774 -0.086 -0.261
H: 2.675 -0.073 2.504
H: 1.322 -1.249 2.139
H: 1.659 1.448 0.812
H: 1.259 -0.071 -1.162

---

*1* (1.094 eV below the next structure)

---

*1*
Molecular formula: C3H4N2
Method: DFT, ωB97M-V with the def2-TZVPD basis set

Results
**Frontier orbital gap**: 9.38 eV
**Highest occupied orbital energy**: -8.46 eV
**Lowest unoccupied orbital energy**: 0.927 eV
**Total charge**: 0

Element x y z (Å)
C: -0.087 -1.059 -0.283
C: 2.394 -0.146 -0.837
C: -1.126 -0.504 -0.094
N: -2.215 0.276 0.130
N: 2.391 0.513 0.119
H: 0.883 -1.357 -0.442
H: -2.427 0.446 1.048
H: -2.435 1.018 -0.661
H: 2.621 0.813 1.020

---

*2*
Molecular formula: C3H4N2
Method: DFT, ωB97M-V with the def2-TZVPD basis set

Results
**Frontier orbital gap**: 9.92 eV
**SMILES string**: c1c[nH]cn1
**Highest occupied orbital energy**: -9.01 eV
**Lowest unoccupied orbital energy**: 0.916 eV
**Total charge**: 0

Element x y z (Å)
C: 1.246 -0.010 -0.029
C: 0.290 -0.962 0.102
N: -0.907 -0.302 0.094
C: -0.646 1.014 -0.150
N: 0.635 1.227 -0.269
H: 2.316 -0.036 -0.092
H: 0.325 -2.016 0.310
H: -1.827 -0.657 0.265
H: -1.432 1.741 -0.232

---

*2* (4.141 eV below the next structure)

---

*1*
Molecular formula: C3H4N2
Method: DFT, ωB97M-V with the def2-TZVPD basis set

Results
**Frontier orbital gap**: 9.03 eV
**Highest occupied orbital energy**: -7.95 eV
**Lowest unoccupied orbital energy**: 1.076 eV
**Total charge**: 0

Element x y z (Å)
N: -0.955 -0.770 0.598
C: -0.406 0.259 -0.318
C: 0.780 1.029 0.036
C: 1.094 -0.047 -0.604
N: -0.309 -1.703 1.019
H: -1.957 -0.629 0.827
H: -1.194 0.626 -0.996
H: 1.095 1.932 0.504
H: 1.842 -0.678 -1.082

---

*2*
Molecular formula: C3H4N2
Method: DFT, ωB97M-V with the def2-TZVPD basis set

Results
**Frontier orbital gap**: 10.29 eV
**SMILES string**: c1c[nH]cn1
**Highest occupied orbital energy**: -9.27 eV
**Lowest unoccupied orbital energy**: 1.011 eV
**Total charge**: 0

Element x y z (Å)
N: -0.675 0.789 0.128
C: 0.721 0.733 -0.006
C: 1.046 -0.581 -0.007
N: -0.087 -1.382 0.121
C: -1.062 -0.537 0.208
H: -1.186 1.140 -0.676
H: 1.337 1.624 0.007
H: 2.022 -1.033 -0.108
H: -2.116 -0.753 0.333

---

*2* (4.455 eV below the next structure)

---

*1*
Molecular formula: CH3Br2P
Method: DFT, ωB97M-V with the def2-TZVPD basis set

Results
**Frontier orbital gap**: 10.01 eV
**Highest occupied orbital energy**: -9.84 eV
**Lowest unoccupied orbital energy**: 0.169 eV
**Total charge**: 0

Element x y z (Å)
C: 0.454 -0.003 -0.544
P: -1.089 -0.715 0.216
Br: 1.956 -1.057 -0.014
Br: 0.723 1.903 0.018
H: 0.163 -0.027 -1.595
H: -1.419 0.619 0.359
H: -0.788 -0.719 1.560

---

*2*
Molecular formula: CH3Br2P
Method: DFT, ωB97M-V with the def2-TZVPD basis set

Results
**Frontier orbital gap**: 7.85 eV
**Highest occupied orbital energy**: -9.68 eV
**Lowest unoccupied orbital energy**: -1.831 eV
**Total charge**: 0

Element x y z (Å)
C: 0.363 -0.360 -0.494
P: -1.237 -0.302 0.288
Br: 1.511 -1.770 0.050
Br: 1.730 1.547 0.445
H: 0.216 -0.482 -1.615
H: -1.586 1.084 -0.162
H: -0.996 0.284 1.488

---

*1* (1.183 eV below the next structure)

---

*1*
Molecular formula: C4H10N2O2
Method: DFT, ωB97M-V with the def2-TZVPD basis set

Results
**Frontier orbital gap**: 9.11 eV
**SMILES string**: CNCC(=O)N(C)O
**Highest occupied orbital energy**: -8.56 eV
**Lowest unoccupied orbital energy**: 0.557 eV
**Total charge**: 0

Element x y z (Å)
C: -0.804 -0.865 0.994
C: 2.471 0.969 0.204
C: -2.098 -0.457 -1.106
N: 1.351 0.048 0.234
N: -1.970 -0.154 0.306
C: 0.203 0.279 0.981
O: 1.300 -0.812 -0.879
O: 0.138 1.210 1.793
H: 1.212 -0.195 -1.629
H: -2.047 0.841 0.518
H: -1.066 -1.082 2.034
H: -0.490 -1.763 0.457
H: 2.254 1.773 -0.504
H: 3.372 0.436 -0.112
H: 2.620 1.397 1.199
H: -1.183 -0.268 -1.674
H: -2.375 -1.506 -1.255
H: -2.888 0.150 -1.561

---

*2*
Molecular formula: C4H10N2O2
Method: DFT, ωB97M-V with the def2-TZVPD basis set

Results
**Frontier orbital gap**: 10.09 eV
**SMILES string**: CN=C=N.COCO
**Highest occupied orbital energy**: -9.34 eV
**Lowest unoccupied orbital energy**: 0.755 eV
**Total charge**: 0

Element x y z (Å)
C: -1.655 1.533 -0.678
C: -2.328 -0.541 0.216
C: 3.795 -1.284 -0.299
N: 2.550 -1.382 0.376
C: 1.764 -0.643 0.908
O: -1.629 0.673 0.423
O: -2.917 2.058 -0.933
N: 0.980 -0.130 1.668
H: -3.228 2.527 -0.149
H: 0.083 0.259 1.433
H: -0.925 2.322 -0.445
H: -1.358 1.010 -1.598
H: -3.367 -0.349 -0.065
H: -1.845 -1.131 -0.570
H: -2.292 -1.083 1.158
H: 4.264 -0.302 -0.187
H: 4.463 -2.047 0.105
H: 3.644 -1.488 -1.362

---

*3*
Molecular formula: C4H10N2O2
Method: DFT, ωB97M-V with the def2-TZVPD basis set

Results
**Frontier orbital gap**: 10.55 eV
**SMILES string**: CC(N)=O.CC(N)=O
**Highest occupied orbital energy**: -9.95 eV
**Lowest unoccupied orbital energy**: 0.607 eV
**Total charge**: 0

Element x y z (Å)
C: 2.237 -0.265 -0.430
C: 1.519 -1.582 -0.276
O: 1.595 -2.461 -1.110
N: 0.822 -1.739 0.881
H: 3.296 -0.496 -0.433
H: 1.996 0.466 0.344
H: 0.341 -2.629 1.015
H: 0.546 -1.010 1.520
H: 1.949 0.174 -1.386
C: -1.012 1.514 -0.841
C: -1.530 1.331 0.558
O: -1.168 1.997 1.506
N: -2.449 0.311 0.702
H: -0.383 2.386 -0.949
H: -1.816 1.548 -1.570
H: -2.942 0.278 1.575
H: -2.495 -0.401 -0.001
H: -0.509 0.577 -1.105

---

*3* (2.614 eV below the next structure)